(1)
{
  "formula": "C29H54CdF3O20",
  "method": "ωB97M-V/def2-TZVPD",
  "spin_multiplicity": 1,
  "max_force_ha_per_bohr": 0.069,
  "orbital_gap_ha": 0.3715,
  "homo_ev": -11.440,
  "charge": 1,
  "elements": ["Cd", "C", "C", "O", "O", "H", "H", "H", "C", "O", "C", "C", "O", "C", "C", "O", "C", "H", "H", "H", "H", "H", "H", "H", "H", "H", "H", "H", "H", "H", "H", "C", "O", "C", "C", "O", "C", "C", "O", "C", "H", "H", "H", "H", "H", "H", "H", "H", "H", "H", "H", "H", "H", "H", "C", "O", "C", "C", "O", "C", "C", "O", "C", "H", "H", "H", "H", "H", "H", "H", "H", "H", "H", "H", "H", "H", "H", "C", "C", "O", "C", "O", "O", "F", "H", "H", "H", "C", "C", "O", "C", "O", "O", "F", "H", "H", "H", "C", "C", "O", "C", "O", "O", "F", "H", "H", "H"],
  "positions_angstrom": [[1.24705, 1.86343, -0.55097], [2.10331, 0.48168, 3.26879], [1.83151, 0.98439, 1.89622], [1.69480, 2.26452, 1.62278], [1.70211, 0.13417, 1.00868], [2.34518, -0.52951, 3.32684], [1.28932, 0.71560, 3.95997], [2.90365, 1.11838, 3.71314], [4.23324, 1.30035, -0.26604], [3.52764, 2.32267, -0.89146], [3.74268, 3.57790, -0.27589], [2.96113, 4.56833, -1.12437], [1.71878, 3.97545, -1.38759], [0.68469, 4.67291, -2.14433], [0.52747, 3.88753, -3.44386], [0.11512, 2.56804, -3.09414], [0.22234, 1.71741, -4.22595], [5.28764, 1.27817, -0.60413], [3.70775, 0.37953, -0.35603], [4.26511, 1.44820, 0.81204], [4.80432, 3.78358, -0.32808], [3.33815, 3.50912, 0.73714], [3.47713, 4.94059, -2.03022], [2.74385, 5.43023, -0.38969], [0.97309, 5.69768, -2.42132], [-0.18830, 4.61772, -1.52847], [1.47955, 3.99571, -4.03270], [-0.31867, 4.34820, -3.91507], [1.26969, 1.35200, -4.33840], [-0.04264, 2.16886, -5.19267], [-0.49010, 0.90128, -4.14479], [-0.50129, 4.39082, 0.87250], [-0.91478, 3.26288, 0.01351], [-1.72324, 2.27855, 0.53933], [-1.89612, 1.30487, -0.60019], [-0.68094, 0.49138, -0.68242], [-0.64893, -0.65259, -1.54436], [0.79737, -1.19782, -1.58339], [1.73019, -0.15734, -1.96143], [2.89556, -0.65677, -2.60349], [-1.45791, 5.03236, 1.01400], [0.30077, 4.98269, 0.38339], [-0.10159, 3.99562, 1.87144], [-2.74088, 2.61932, 0.87777], [-1.10694, 1.73036, 1.35369], [-2.04169, 1.82546, -1.52872], [-2.72633, 0.58139, -0.40439], [-1.02412, -0.46968, -2.51533], [-1.24787, -1.53217, -1.13785], [0.79945, -1.97740, -2.32203], [1.11599, -1.50138, -0.55756], [3.61233, 0.14626, -2.62847], [2.55632, -1.02896, -3.55981], [3.35129, -1.38163, -1.93053], [2.23502, -4.32211, -2.97664], [1.10090, -3.89848, -3.73661], [-0.14757, -4.43507, -3.36761], [-1.27905, -4.09310, -4.38959], [-1.54092, -2.70998, -4.36205], [-2.57385, -2.22958, -5.34542], [-2.30041, -0.78323, -5.45231], [-2.59624, -0.13583, -4.23176], [-3.91961, -0.05100, -3.73890], [3.03785, -3.54791, -2.95701], [2.56161, -5.30778, -3.25404], [1.85593, -4.39960, -1.98665], [-0.33247, -4.09171, -2.35480], [-0.01363, -5.49033, -3.23807], [-2.09680, -4.71807, -4.12728], [-0.99173, -4.49406, -5.39528], [-3.57888, -2.43668, -4.92370], [-2.44584, -2.74721, -6.28946], [-3.01656, -0.44263, -6.27857], [-1.26656, -0.55980, -5.71069], [-4.62122, 0.32873, -4.50221], [-3.81343, 0.62595, -2.93638], [-4.23432, -1.01795, -3.34558], [0.00138, -6.03507, 4.17572], [-1.35996, -5.46845, 4.68367], [-1.96518, -5.05981, 3.44914], [-0.98643, -4.74518, 2.55522], [-1.20056, -4.11262, 1.57798], [0.15756, -5.32283, 2.90176], [-1.31305, -4.51346, 5.68894], [-0.13536, -7.07873, 4.12343], [0.84128, -5.85152, 4.80320], [-2.07020, -6.22844, 5.05367], [0.70705, 2.17923, 7.18181], [-0.11362, 3.47249, 7.03462], [0.36791, 4.02240, 5.80715], [1.55863, 3.34314, 5.46690], [2.25518, 3.66900, 4.54438], [1.71943, 2.30661, 6.25103], [0.09805, 4.32458, 8.09060], [0.09424, 1.32889, 6.93637], [1.13819, 2.17719, 8.15609], [-1.21405, 3.31038, 7.00420], [-3.29058, -2.07668, 4.24517], [-3.63729, -2.02243, 2.77906], [-2.58722, -1.24630, 2.20694], [-1.84720, -0.70455, 3.18253], [-0.98312, 0.14335, 3.07761], [-2.16423, -1.20616, 4.40282], [-4.79385, -1.35814, 2.64457], [-3.04773, -3.09455, 4.62423], [-4.09068, -1.74956, 4.93167], [-3.66397, -3.00572, 2.29500]]
}

---

(2)
{
  "formula": "C6H10N2",
  "method": "ωB97M-V/def2-TZVPD",
  "spin_multiplicity": 1,
  "relative_energy_kj_mol": 804.18,
  "max_force_ha_per_bohr": 0.180,
  "orbital_gap_ha": 0.3402,
  "homo_ev": -8.362,
  "charge": 0,
  "elements": ["C", "C", "C", "C", "C", "C", "H", "H", "H", "H", "H", "H", "H", "H", "H", "H", "N", "N"],
  "positions_angstrom": [[1.27989, -0.65337, -0.69053], [-0.07777, 0.02785, -0.30202], [-1.32013, -0.71457, -0.88977], [-0.72365, -0.12003, 1.20188], [-0.11962, 1.44085, -0.35252], [-0.31498, 2.72236, -0.26135], [3.13285, -0.80461, 0.54270], [2.24350, 0.59921, 0.45347], [1.69869, -0.56445, -1.67046], [0.90062, -1.78091, -0.75362], [-1.01327, -1.70756, -1.37607], [-2.04928, 0.03452, -1.52945], [-2.45884, -1.58660, 0.71336], [-1.25699, 1.15355, 1.59144], [-0.05186, -0.51071, 2.25900], [-0.16362, 3.79284, 0.27433], [2.22860, -0.45163, 0.46659], [-1.93415, -0.87673, 0.32300]]
}

---

(3)
{
  "formula": "C3H6N2OS2",
  "method": "ωB97M-V/def2-TZVPD",
  "spin_multiplicity": 1,
  "relative_energy_kj_mol": 342.30,
  "max_force_ha_per_bohr": 0.108,
  "orbital_gap_ha": [0.2258, 0.2317],
  "homo_ev": [-7.157, -7.206],
  "charge": 0,
  "elements": ["C", "C", "C", "N", "N", "O", "S", "S", "H", "H", "H", "H", "H", "H"],
  "positions_angstrom": [[0.06845, 0.73239, 1.41226], [-2.33065, 0.52865, 1.35816], [2.91666, -0.68381, -1.43319], [1.57721, -0.54383, -1.60470], [-1.00452, 0.81087, 1.89229], [1.17267, 0.77580, 1.07797], [-1.23962, -0.34621, -1.58203], [0.22232, -1.50320, -1.11771], [-2.46810, 0.62243, 0.21990], [-2.60859, -0.43055, 1.87418], [-2.91811, 1.21053, 1.83109], [3.54208, 0.07141, -1.76477], [3.18515, -1.38121, -0.62086], [1.30854, 0.17483, -2.30345]]
}

---

(4)
{
  "formula": "H2NO2P",
  "method": "ωB97M-V/def2-TZVPD",
  "spin_multiplicity": 1,
  "relative_energy_kj_mol": 515.98,
  "max_force_ha_per_bohr": 0.100,
  "orbital_gap_ha": [0.2046, 0.3382],
  "homo_ev": [-6.690, -9.345],
  "charge": 0,
  "elements": ["N", "O", "O", "P", "H", "H"],
  "positions_angstrom": [[-0.37664, -0.55549, 0.36891], [0.81513, -0.77869, -2.25923], [0.30605, 0.63407, -0.07402], [1.16714, 0.50368, -1.77973], [-0.54870, -1.22165, -0.52323], [0.52448, 1.14814, 0.82436]]
}

---

(5)
{
  "formula": "C7H13N2OS",
  "method": "ωB97M-V/def2-TZVPD",
  "spin_multiplicity": 3,
  "relative_energy_kj_mol": 246.02,
  "max_force_ha_per_bohr": 0.098,
  "orbital_gap_ha": [0.2904, 0.2525],
  "homo_ev": [-11.017, -14.273],
  "charge": 1,
  "elements": ["C", "C", "C", "C", "C", "C", "C", "N", "N", "O", "S", "H", "H", "H", "H", "H", "H", "H", "H", "H", "H", "H", "H", "H"],
  "positions_angstrom": [[-0.24641, -0.60034, -0.05314], [-2.43139, -0.40734, -0.06113], [1.98224, -0.69454, 1.26586], [1.91515, -1.21715, -1.33118], [-1.03883, 1.31466, -1.18471], [-1.09501, 1.20521, 1.29149], [1.24174, -0.36833, -0.11762], [-0.74531, -1.77791, -0.19601], [-1.21481, 0.44858, 0.01013], [-2.18816, -1.65959, -0.18806], [-3.83993, 0.37823, 0.01115], [1.72119, -1.77268, 1.41897], [1.64782, 0.05872, 2.01981], [3.08363, -0.51308, 1.03531], [1.87634, -2.19869, -0.99739], [2.86237, -0.81964, -1.36834], [1.34416, -1.10073, -2.27940], [-0.44745, 0.86564, -1.93669], [-2.12017, 1.50513, -1.44639], [-0.57741, 2.27630, -0.64435], [-1.81145, 2.05763, 1.41848], [-1.13410, 0.62135, 2.28096], [-0.16752, 1.74423, 1.38817], [1.38328, 0.65433, -0.33593]]
}

---

(6)
{
  "formula": "CI3NS2",
  "method": "ωB97M-V/def2-TZVPD",
  "spin_multiplicity": 1,
  "relative_energy_kj_mol": 259.98,
  "max_force_ha_per_bohr": 0.134,
  "orbital_gap_ha": [0.2470, 0.2220],
  "homo_ev": [-8.554, -7.851],
  "charge": 0,
  "elements": ["C", "N", "S", "S", "I", "I", "I"],
  "positions_angstrom": [[-0.05237, -0.35993, 0.12580], [0.20426, 1.28985, -0.32226], [1.37959, -1.26256, -0.01893], [-1.43426, -1.07437, 0.76469], [-1.23018, 2.48426, 0.26009], [3.03165, 0.34611, -0.53056], [-3.19454, -0.48293, -0.74259]]
}